No. 1
{"formula": "C31H37N6O4S2SbSe4Ti", "method": "ωB97M-V with the def2-TZVPD basis set", "orbital_gap_ev": 5.5050, "max_force_ev_per_a": 2.62, "e_above_lowest_kcal_mol": 62.1, "e_tot_ev": -362590.0312, "elements": ["Ti", "C", "C", "N", "C", "S", "N", "N", "C", "C", "C", "C", "C", "C", "C", "N", "H", "H", "H", "H", "H", "H", "H", "H", "H", "H", "H", "H", "H", "C", "O", "C", "C", "C", "C", "C", "C", "O", "C", "O", "C", "H", "H", "H", "H", "H", "H", "H", "H", "H", "C", "C", "N", "C", "C", "C", "S", "N", "C", "O", "C", "C", "C", "C", "C", "C", "H", "H", "H", "H", "H", "H", "H", "H", "H", "H", "H", "H", "H", "H", "H", "Se", "Sb", "Se", "Se", "Se"], "coordinates": [[-0.62, -0.44, 0.22], [-0.53, -6.31, -1.50], [-0.58, -5.66, -0.13], [0.34, -4.54, -0.01], [0.03, -3.30, -0.45], [1.27, -2.08, -0.39], [-1.17, -3.11, -0.93], [-1.56, -1.82, -1.09], [-2.43, -1.64, -2.04], [-2.88, -2.79, -2.86], [-2.93, -0.28, -2.29], [-3.32, 0.12, -3.56], [-3.72, 1.43, -3.76], [-3.74, 2.29, -2.68], [-3.38, 1.80, -1.43], [-2.98, 0.55, -1.24], [-1.27, -7.11, -1.57], [0.46, -6.74, -1.71], [-0.75, -5.57, -2.27], [-0.31, -6.38, 0.65], [-1.58, -5.29, 0.07], [1.32, -4.72, 0.14], [-2.09, -3.12, -3.54], [-3.78, -2.55, -3.43], [-3.09, -3.62, -2.18], [-3.29, -0.58, -4.38], [-4.00, 1.77, -4.74], [-4.05, 3.33, -2.78], [-3.45, 2.43, -0.55], [4.09, 1.01, 6.05], [3.58, 1.23, 4.75], [2.62, 0.39, 4.29], [2.15, -0.72, 5.00], [1.18, -1.51, 4.43], [0.63, -1.22, 3.18], [-0.47, -2.00, 2.65], [-0.93, -3.25, 3.32], [-0.98, -1.73, 1.52], [1.10, -0.08, 2.48], [0.59, 0.31, 1.32], [2.10, 0.69, 3.04], [4.80, 1.81, 6.23], [4.60, 0.05, 6.12], [3.29, 1.05, 6.80], [2.53, -0.98, 5.98], [0.81, -2.36, 4.98], [-1.50, -3.01, 4.22], [-0.07, -3.87, 3.59], [-1.58, -3.79, 2.64], [2.47, 1.55, 2.50], [3.64, 2.38, -0.25], [2.88, 3.70, -0.36], [1.69, 3.73, 0.50], [1.75, 4.51, 1.74], [3.06, 4.37, 2.51], [0.54, 3.22, 0.03], [-0.91, 3.27, 0.90], [0.58, 2.79, -1.26], [0.09, 1.73, -1.78], [-0.30, 0.67, -1.11], [0.01, 1.63, -3.25], [-0.16, 2.76, -4.04], [-0.30, 2.63, -5.41], [-0.25, 1.38, -6.00], [-0.05, 0.25, -5.23], [0.07, 0.37, -3.85], [4.37, 2.30, -1.05], [2.95, 1.53, -0.34], [4.16, 2.29, 0.71], [2.55, 3.84, -1.39], [3.52, 4.53, -0.08], [0.93, 4.19, 2.36], [1.59, 5.57, 1.49], [3.26, 3.33, 2.79], [2.96, 4.94, 3.43], [3.92, 4.75, 1.96], [-0.20, 3.73, -3.56], [-0.45, 3.52, -6.02], [-0.35, 1.29, -7.08], [0.01, -0.73, -5.69], [0.24, -0.50, -3.23], [-6.14, -0.13, 0.55], [-4.01, -1.12, 0.94], [-4.08, -3.52, 1.12], [-2.23, 0.33, 3.71], [-2.27, 0.86, 1.57]]}

***

No. 2
{"formula": "C31H38AlBrCaF11KMgN5O17PS3", "method": "ωB97M-V with the def2-TZVPD basis set", "orbital_gap_ev": 2.7075, "max_force_ev_per_a": 9.16, "e_tot_ev": -263530.5712, "elements": ["N", "C", "N", "N", "C", "C", "C", "C", "C", "O", "C", "C", "C", "C", "C", "C", "C", "C", "O", "O", "C", "O", "C", "C", "C", "C", "C", "N", "C", "C", "P", "O", "O", "S", "C", "O", "H", "H", "H", "H", "H", "H", "H", "H", "H", "H", "H", "H", "H", "H", "H", "H", "H", "H", "H", "H", "H", "H", "H", "H", "H", "O", "C", "C", "O", "H", "H", "H", "H", "Mg", "Ca", "F", "Al", "F", "F", "F", "F", "C", "C", "C", "O", "C", "O", "O", "H", "H", "H", "H", "H", "H", "K", "Br", "C", "F", "F", "F", "S", "O", "O", "N", "S", "O", "O", "C", "F", "F", "F", "O", "H", "H", "H"], "coordinates": [[-6.01, -2.22, -1.15], [-4.52, -2.26, -1.03], [-4.21, -2.53, 0.41], [-4.08, -3.50, -1.80], [-3.78, -0.94, -1.64], [-3.14, -0.05, -0.40], [-4.17, 0.89, 0.31], [-5.70, 1.05, -0.11], [-5.91, 2.55, -0.71], [-6.69, 3.38, -0.15], [-3.70, 1.76, 1.54], [-2.22, 1.66, 1.97], [-1.15, 0.76, 1.24], [-1.60, -0.13, 0.05], [-0.51, -1.07, -0.71], [0.16, -2.19, 0.28], [1.49, -2.95, -0.40], [2.76, -1.97, -0.49], [2.89, -1.17, -1.45], [3.78, -1.99, 0.49], [0.33, 0.84, 1.82], [1.38, 0.55, 1.15], [0.54, 1.38, 3.33], [1.92, 1.00, 4.01], [2.94, 2.16, 4.30], [4.31, 1.75, 4.97], [4.48, 0.23, 5.31], [3.56, -0.83, 5.09], [2.35, -0.42, 4.44], [-0.42, 2.16, 4.04], [-0.31, 2.80, 5.80], [0.90, 2.09, 6.76], [-1.81, 2.38, 6.54], [-0.27, 4.77, 5.82], [-1.77, 2.53, 3.22], [-2.51, 3.48, 3.56], [-6.34, -1.74, -0.29], [-6.40, -3.17, -1.06], [-3.20, -2.63, 0.58], [-4.65, -1.85, 1.04], [-4.38, -4.28, -1.18], [-3.05, -3.49, -1.71], [-4.54, -0.22, -2.14], [-3.00, -1.17, -2.46], [-6.32, 1.04, 0.88], [-6.08, 0.31, -0.88], [-5.31, 2.82, -1.65], [-4.44, 2.44, 2.07], [-1.10, -1.67, -1.53], [0.28, -0.47, -1.28], [0.53, -1.79, 1.28], [-0.60, -3.07, 0.48], [1.28, -3.35, -1.47], [1.81, -3.83, 0.27], [4.57, -1.53, 0.09], [2.65, 3.22, 4.00], [5.09, 2.61, 5.18], [5.48, -0.06, 5.82], [1.58, -1.26, 4.22], [0.72, 1.12, 6.77], [-1.80, 1.39, 6.55], [-7.10, 0.22, 3.13], [-7.53, 1.10, 3.98], [-8.24, 2.35, 3.17], [-8.65, 3.22, 4.03], [-6.78, 1.56, 4.65], [-8.29, 0.76, 4.71], [-9.00, 1.88, 2.52], [-7.48, 2.68, 2.43], [-1.54, -0.83, -3.25], [0.21, -1.75, 4.29], [3.26, 0.81, -6.67], [3.32, 0.80, -4.89], [3.52, 2.46, -4.30], [4.69, -0.19, -4.35], [1.81, 0.12, -4.25], [-1.94, 1.22, 8.16], [3.63, -4.60, 9.44], [2.13, -4.69, 9.24], [1.69, -5.95, 8.55], [0.49, -5.54, 7.90], [0.62, -4.21, 7.67], [-0.12, -3.57, 6.96], [1.68, -3.68, 8.34], [3.89, -3.66, 9.94], [4.00, -5.43, 10.04], [4.15, -4.59, 8.48], [1.61, -4.56, 10.19], [1.50, -6.76, 9.25], [2.40, -6.30, 7.79], [-0.22, -3.57, -1.97], [6.63, 2.64, 4.95], [2.36, 2.46, -10.04], [1.31, 1.68, -9.73], [1.91, 3.38, -10.94], [2.67, 3.14, -8.93], [3.78, 1.51, -10.69], [3.26, 0.87, -11.90], [4.13, 0.60, -9.62], [4.75, 2.74, -10.92], [6.16, 2.33, -11.50], [6.18, 1.85, -12.87], [7.05, 1.62, -10.59], [6.86, 4.01, -11.59], [6.91, 4.62, -10.38], [6.13, 4.83, -12.39], [8.12, 4.03, -12.08], [3.12, 3.42, -13.85], [3.60, 3.36, -14.71], [3.11, 2.55, -13.38], [2.21, 3.77, -13.97]]}

***

No. 3
{"formula": "C31H38ErN4", "method": "ωB97M-V with the def2-TZVPD basis set", "charge": -1, "s2": 3.94, "orbital_gap_ev": [5.5935, 3.5215], "max_force_ev_per_a": 4.51, "e_above_lowest_kcal_mol": 0.0, "e_tot_ev": -66339.3668, "multiplicity": 4, "elements": ["Er", "N", "N", "C", "C", "C", "C", "H", "H", "H", "C", "C", "H", "H", "H", "C", "C", "H", "H", "H", "C", "H", "H", "H", "C", "H", "H", "H", "C", "H", "C", "H", "C", "H", "C", "H", "C", "C", "H", "C", "C", "H", "C", "H", "N", "C", "C", "C", "H", "C", "C", "H", "H", "H", "C", "H", "C", "C", "H", "H", "H", "C", "H", "H", "H", "C", "C", "C", "N", "H", "H", "H", "H", "H"], "coordinates": [[-0.38, 0.39, 0.07], [-2.91, 2.96, 1.71], [-2.19, -1.20, -0.84], [1.74, -0.37, 1.30], [0.65, -0.51, 2.22], [0.31, 0.80, 2.70], [-0.73, 1.16, 3.68], [-1.19, 0.28, 4.13], [-1.56, 1.73, 3.17], [-0.35, 1.81, 4.47], [1.17, 1.74, 2.06], [1.17, 3.20, 2.33], [1.73, 3.45, 3.25], [0.15, 3.58, 2.47], [1.62, 3.77, 1.51], [2.06, 1.03, 1.21], [3.17, 1.64, 0.43], [2.82, 2.47, -0.20], [3.65, 0.90, -0.23], [3.95, 2.04, 1.10], [0.00, -1.79, 2.63], [0.47, -2.21, 3.53], [0.08, -2.55, 1.85], [-1.07, -1.63, 2.85], [2.46, -1.48, 0.63], [2.84, -1.18, -0.36], [1.79, -2.34, 0.46], [3.31, -1.84, 1.22], [-3.26, 4.18, 1.30], [-3.13, 5.03, 2.04], [-3.83, 4.33, -0.03], [-4.22, 5.35, -0.28], [-3.86, 3.22, -0.90], [-4.25, 3.39, -1.94], [-3.42, 1.95, -0.42], [-3.33, 1.10, -1.13], [-2.90, 1.77, 1.01], [-2.29, 0.72, 1.76], [-3.17, -0.02, 1.94], [-0.99, -1.42, -1.28], [-2.99, -2.39, -0.90], [-3.92, -2.31, -0.42], [-2.28, -3.31, -1.59], [-2.56, -4.31, -1.96], [-1.06, -2.66, -1.81], [0.23, -3.31, -1.96], [0.45, -4.53, -1.30], [1.63, -5.16, -1.57], [1.81, -6.18, -1.17], [2.63, -4.53, -2.36], [3.87, -5.28, -2.71], [4.70, -4.57, -2.80], [3.74, -5.80, -3.67], [4.06, -6.01, -1.93], [2.43, -3.20, -2.83], [3.23, -2.71, -3.43], [1.26, -2.55, -2.59], [1.05, -1.14, -3.02], [0.01, -0.86, -3.21], [1.60, -0.98, -3.97], [1.48, -0.38, -2.33], [-0.56, -5.08, -0.33], [-1.54, -5.29, -0.77], [-0.72, -4.48, 0.58], [-0.18, -6.05, 0.01], [-0.62, 6.06, 0.31], [-0.46, 5.25, -1.00], [-0.24, 3.82, -0.78], [-0.22, 2.65, -0.63], [-1.45, 5.68, 0.90], [-0.82, 7.13, 0.12], [0.30, 6.00, 0.91], [-1.36, 5.38, -1.62], [0.39, 5.66, -1.58]]}